(1)
The ion C2H4N3S with charge +1. Source: the Open Molecules 2025 dataset; level of theory: ωB97M-V/def2-TZVPD.

XYZ file:
```
10
C2H4N3S, DFT ωB97M-V/def2-TZVPD
C 0.106 1.614 0.703
H -0.323 -2.652 -0.065
S 0.838 0.379 1.535
H 0.321 2.563 1.140
N 0.431 -2.008 -0.185
H 1.241 -2.070 -0.728
H -1.382 1.804 -1.163
C -0.693 1.239 -0.429
N 0.018 -0.823 -0.022
N -0.557 -0.045 -0.786
```

Lowest unoccupied orbital energy, eV: -6.19
HOMO-LUMO gap, eV: 8.700
HOMO level, eV: -14.89
Total energy, eV: -17433.4782
Total charge: +1
Energy above the lowest of the compared OMol25 structures with the same formula, charge and spin, eV: 2.259

(2)
The ion C2H4N3S with charge +1. Source: the Open Molecules 2025 dataset; level of theory: ωB97M-V/def2-TZVPD.

XYZ file:
```
10
C2H4N3S, DFT ωB97M-V/def2-TZVPD
S -1.210 2.776 0.585
C -1.766 1.398 0.194
H 2.058 -0.747 -1.049
C 1.045 0.567 0.057
N 0.387 2.768 0.548
H -1.121 0.604 0.019
H -2.879 1.334 0.453
N 1.690 -0.544 -0.126
H 1.919 -1.130 0.596
N 1.066 1.726 0.370
```

Lowest unoccupied orbital energy, eV: -5.42
HOMO-LUMO gap, eV: 8.844
HOMO level, eV: -14.27
Total energy, eV: -17432.7310
Total charge: +1
Energy above the lowest of the compared OMol25 structures with the same formula, charge and spin, eV: 3.006

(3)
A cluster of 2 separate species, C2H4N4 in total. Source: the Open Molecules 2025 dataset; level of theory: ωB97M-V/def2-TZVPD.

XYZ file:
```
10
C2H4N4, DFT ωB97M-V/def2-TZVPD
C 0.885 1.410 0.687
H 1.021 2.422 0.336
C -1.663 -0.491 0.038
N 0.303 0.536 0.110
H -1.788 -0.256 1.103
H -2.216 0.251 -0.550
N 2.651 -1.451 -0.703
N -0.245 -0.470 -0.335
N 3.115 -0.469 -0.517
H -2.062 -1.483 -0.169
```

Lowest unoccupied orbital energy, eV: 1.08
HOMO-LUMO gap, eV: 9.961
HOMO level, eV: -8.88
Total energy, eV: -8096.8640
Energy above the lowest of the compared OMol25 structures with the same formula, charge and spin, eV: 2.450

(4)
A cluster of 2 separate species, C2H4N4 in total. Source: the Open Molecules 2025 dataset; level of theory: ωB97M-V/def2-TZVPD.

XYZ file:
```
10
C2H4N4, DFT ωB97M-V/def2-TZVPD
H 2.134 1.650 -0.999
H 1.481 1.563 0.821
N -2.252 -1.491 1.453
H 0.264 -2.212 0.190
N -1.399 -1.825 0.815
C 1.260 1.396 -0.317
C -0.150 1.326 -0.608
N -0.684 -2.457 0.107
H -0.987 1.861 -1.004
N 0.332 0.188 -0.458
```

Lowest unoccupied orbital energy, eV: 1.04
HOMO-LUMO gap, eV: 10.636
HOMO level, eV: -9.59
Total energy, eV: -8094.5113
Energy above the lowest of the compared OMol25 structures with the same formula, charge and spin, eV: 4.803

(5)
An isolated molecule of C2H4N4. Source: the Open Molecules 2025 dataset; level of theory: ωB97M-V/def2-TZVPD.

XYZ file:
```
10
C2H4N4, DFT ωB97M-V/def2-TZVPD
H 1.497 -0.604 -0.681
H 1.545 -0.194 1.436
N -1.463 -0.998 1.222
N -0.448 -0.655 1.682
C 0.578 -0.162 -0.492
H -1.000 1.251 -0.226
N 0.635 -0.402 1.051
H -0.410 1.461 -1.925
N -0.611 -0.570 -1.057
C -0.323 0.874 -1.010
```

Lowest unoccupied orbital energy (alpha / beta), eV: -0.58 / 0.25
HOMO-LUMO gap (alpha / beta), eV: 7.846 / 9.716
HOMO level (alpha / beta), eV: -8.43 / -9.47
Total energy, eV: -8093.3501
Energy above the lowest of the compared OMol25 structures with the same formula, charge and spin, eV: 5.964

(6)
A cluster of 2 separate species, C2H4N4 in total. Source: the Open Molecules 2025 dataset; level of theory: ωB97M-V/def2-TZVPD.

XYZ file:
```
10
C2H4N4, DFT ωB97M-V/def2-TZVPD
H 2.415 1.638 0.915
H -0.316 -2.298 0.741
H -0.035 1.940 -0.843
N -0.758 -0.688 -0.496
H -0.111 -2.488 -0.762
N -2.075 1.156 0.319
N -0.048 -1.783 -0.080
C 0.758 1.208 -0.348
C -1.468 0.195 0.099
N 1.638 1.121 0.456
```

Lowest unoccupied orbital energy (alpha / beta), eV: -0.60 / -0.16
HOMO-LUMO gap (alpha / beta), eV: 6.854 / 7.760
HOMO level (alpha / beta), eV: -7.45 / -7.92
Total energy, eV: -8093.4799
Energy above the lowest of the compared OMol25 structures with the same formula, charge and spin, eV: 5.834

(7)
An isolated molecule of C2H4N4. Source: the Open Molecules 2025 dataset; level of theory: ωB97M-V/def2-TZVPD.

XYZ file:
```
10
C2H4N4, DFT ωB97M-V/def2-TZVPD
N -0.140 1.377 -0.548
N 0.244 0.194 -0.036
H 0.546 -1.736 -0.951
H 0.149 0.893 1.931
H -1.103 -0.272 1.459
C 0.240 -0.702 -1.054
N -0.342 1.206 -1.797
N -0.117 -0.096 -2.156
H 0.564 -0.838 1.776
C -0.041 -0.026 1.375
```

Lowest unoccupied orbital energy, eV: 0.67
HOMO-LUMO gap, eV: 11.579
HOMO level, eV: -10.91
Total energy, eV: -8097.6559
Energy above the lowest of the compared OMol25 structures with the same formula, charge and spin, eV: 1.658

(8)
A structure of composition C2H4N4. Source: the Open Molecules 2025 dataset; level of theory: ωB97M-V/def2-TZVPD.

XYZ file:
```
10
C2H4N4, DFT ωB97M-V/def2-TZVPD
N 0.084 1.046 1.479
H -1.481 -1.112 -1.914
C -0.171 -0.188 -0.543
H -0.246 -0.149 -2.651
H 1.528 -0.358 2.084
N -0.751 -0.419 -1.820
H 0.232 1.537 2.356
N -0.951 0.827 -0.541
N 0.718 -0.776 0.197
C 0.808 -0.006 1.339
```

Lowest unoccupied orbital energy, eV: 0.37
HOMO-LUMO gap, eV: 9.472
HOMO level, eV: -9.11
Total energy, eV: -8095.7544
Energy above the lowest of the compared OMol25 structures with the same formula, charge and spin, eV: 3.560

(9)
An isolated molecule of C2H4N4. Source: the Open Molecules 2025 dataset; level of theory: ωB97M-V/def2-TZVPD.

XYZ file:
```
10
C2H4N4, DFT ωB97M-V/def2-TZVPD
H -1.195 -1.669 -1.317
N 0.737 1.715 -0.302
N -1.327 -1.224 -0.418
H 0.702 2.570 -0.857
N -0.214 0.994 -0.676
N 1.748 -0.186 1.276
H 1.376 -0.638 2.131
H -2.239 -0.781 -0.400
C -0.320 -0.296 -0.106
C 0.732 -0.485 0.670
```

Lowest unoccupied orbital energy, eV: 0.40
HOMO-LUMO gap, eV: 9.032
HOMO level, eV: -8.63
Total energy, eV: -8095.1392
Energy above the lowest of the compared OMol25 structures with the same formula, charge and spin, eV: 4.175

(10)
A structure of composition C2H4N4. Source: the Open Molecules 2025 dataset; level of theory: ωB97M-V/def2-TZVPD.

XYZ file:
```
10
C2H4N4, DFT ωB97M-V/def2-TZVPD
N -1.083 0.489 -1.667
H -1.100 -0.765 1.203
H 0.512 1.105 1.151
N 0.131 -0.930 -0.585
H 1.648 0.534 -0.111
N -1.578 0.515 -0.449
N -0.057 -0.332 -1.761
H 1.342 -0.496 1.342
C 0.934 0.233 0.649
C -0.818 -0.352 0.243
```

Lowest unoccupied orbital energy, eV: -0.19
HOMO-LUMO gap, eV: 10.673
HOMO level, eV: -10.86
Total energy, eV: -8094.9016
Energy above the lowest of the compared OMol25 structures with the same formula, charge and spin, eV: 4.413

(11)
An isolated molecule of C2H4N4O. Source: the Open Molecules 2025 dataset; level of theory: ωB97M-V/def2-TZVPD.

XYZ file:
```
11
C2H4N4O, DFT ωB97M-V/def2-TZVPD
O -0.006 1.880 -0.500
N -0.028 0.582 1.350
N 0.143 -0.622 1.978
C -0.052 0.595 0.067
N 0.818 -1.301 1.247
H -1.550 -0.735 -0.668
H -0.871 0.244 -1.822
H 0.306 2.362 0.236
H 0.299 -0.997 -1.354
N 1.468 -1.612 0.365
C -0.527 -0.396 -0.900
```

Lowest unoccupied orbital energy, eV: 0.18
HOMO-LUMO gap, eV: 9.332
HOMO level, eV: -9.15
Total energy, eV: -10142.3093
Energy above the lowest of the compared OMol25 structures with the same formula, charge and spin, eV: 4.826

(12)
An isolated molecule of C2H4N4O. Source: the Open Molecules 2025 dataset; level of theory: ωB97M-V/def2-TZVPD.

XYZ file:
```
11
C2H4N4O, DFT ωB97M-V/def2-TZVPD
C -0.966 0.763 -0.004
N -0.052 -1.380 0.079
H 1.937 1.219 -0.104
H -2.787 -0.158 -0.320
N 0.206 -0.045 0.147
N -1.865 -0.187 0.179
H 2.011 -0.417 0.963
C 1.536 0.107 -0.028
O -0.852 1.976 0.013
H 2.110 -0.419 -0.826
N -1.278 -1.458 -0.098
```

Lowest unoccupied orbital energy, eV: 0.72
HOMO-LUMO gap, eV: 10.467
HOMO level, eV: -9.74
Total energy, eV: -10143.9538
Energy above the lowest of the compared OMol25 structures with the same formula, charge and spin, eV: 3.181

(13)
An isolated molecule of C2H4N4O. Source: the Open Molecules 2025 dataset; level of theory: ωB97M-V/def2-TZVPD.

XYZ file:
```
11
C2H4N4O, DFT ωB97M-V/def2-TZVPD
C 0.977 0.257 -0.195
N 0.454 -0.916 -0.508
O -2.611 0.255 0.410
H -3.322 0.911 0.375
H 3.033 0.840 0.210
N 2.306 0.144 0.279
C -1.286 0.443 -0.100
N -0.856 -0.773 -0.312
N 0.039 1.263 -0.176
H -1.388 -1.613 -0.166
H 2.654 -0.812 0.183
```

Lowest unoccupied orbital energy, eV: 0.40
HOMO-LUMO gap, eV: 8.910
HOMO level, eV: -8.51
Total energy, eV: -10143.8559
Energy above the lowest of the compared OMol25 structures with the same formula, charge and spin, eV: 3.279

(14)
An isolated molecule of C2H4N4O. Source: the Open Molecules 2025 dataset; level of theory: ωB97M-V/def2-TZVPD.

XYZ file:
```
11
C2H4N4O, DFT ωB97M-V/def2-TZVPD
H 0.047 0.192 2.874
O -0.522 -0.395 -2.459
N -0.861 -0.597 -0.140
N -0.419 -0.401 2.202
N 0.878 0.561 -0.812
N 0.925 0.638 0.560
C -0.205 -0.153 -1.177
H -1.406 -0.521 2.377
C -0.120 -0.088 0.895
H 0.299 -0.476 -2.961
H 1.383 1.240 -1.359
```

Lowest unoccupied orbital energy, eV: 0.47
HOMO-LUMO gap, eV: 9.067
HOMO level, eV: -8.60
Total energy, eV: -10146.7157
Energy above the lowest of the compared OMol25 structures with the same formula, charge and spin, eV: 0.419

(15)
An isolated molecule of C2H4N4O. Source: the Open Molecules 2025 dataset; level of theory: ωB97M-V/def2-TZVPD.

XYZ file:
```
11
C2H4N4O, DFT ωB97M-V/def2-TZVPD
O 0.728 1.896 0.002
N 0.046 0.691 -0.219
N -1.325 0.782 0.135
H 2.400 -0.480 -0.295
C 0.559 -0.618 -0.056
H 0.995 1.775 0.936
H -1.778 1.350 -0.621
N 1.798 -1.189 0.039
N -1.796 -0.520 -0.003
H -0.831 -2.408 0.010
C -0.796 -1.278 0.072
```

Lowest unoccupied orbital energy, eV: 0.26
HOMO-LUMO gap, eV: 9.193
HOMO level, eV: -8.93
Total energy, eV: -10142.3152
Energy above the lowest of the compared OMol25 structures with the same formula, charge and spin, eV: 4.820

(16)
An isolated molecule of C2H4N4O. Source: the Open Molecules 2025 dataset; level of theory: ωB97M-V/def2-TZVPD.

XYZ file:
```
11
C2H4N4O, DFT ωB97M-V/def2-TZVPD
N -2.011 -0.512 0.591
C 1.140 0.214 -0.086
N -0.879 -0.062 -1.579
H -2.876 -0.001 0.477
H -1.631 -0.512 1.527
C -1.109 -0.382 -0.389
H 1.617 1.694 0.971
O 2.387 -0.027 -0.522
H 2.339 -0.795 -1.112
N 0.805 1.131 0.718
N 0.217 -0.747 -0.595
```

Lowest unoccupied orbital energy, eV: 0.77
HOMO-LUMO gap, eV: 10.293
HOMO level, eV: -9.52
Total energy, eV: -10144.3306
Energy above the lowest of the compared OMol25 structures with the same formula, charge and spin, eV: 2.804

(17)
A cluster of 2 separate species, C2H4N4O2 in total. Source: the Open Molecules 2025 dataset; level of theory: ωB97M-V/def2-TZVPD.

XYZ file:
```
12
C2H4N4O2, DFT ωB97M-V/def2-TZVPD
H -2.511 -1.492 -0.161
H 2.803 -0.778 1.023
C -1.185 0.204 0.345
N 2.310 0.009 0.361
N -2.104 -0.529 -0.457
H 2.283 1.032 0.469
C 1.301 -0.302 -0.368
H -2.829 0.606 -1.026
N 0.608 1.218 -0.666
O -0.750 -0.182 1.392
O 0.678 -1.206 -0.745
N -0.606 1.418 -0.166
```

Lowest unoccupied orbital energy, eV: -0.26
HOMO-LUMO gap, eV: 8.635
HOMO level, eV: -8.89
Total energy, eV: -12189.2864
Energy above the lowest of the compared OMol25 structures with the same formula, charge and spin, eV: 4.201

(18)
A cluster of 3 separate species, C2H4N4O2 in total. Source: the Open Molecules 2025 dataset; level of theory: ωB97M-V/def2-TZVPD.

XYZ file:
```
12
C2H4N4O2, DFT ωB97M-V/def2-TZVPD
C 0.131 0.030 0.759
O -0.371 -1.013 0.131
H 0.028 -0.584 3.581
N 0.716 -0.806 2.623
N 0.020 1.044 -2.634
H -0.893 0.554 -3.076
N 0.479 0.393 1.932
H 0.653 -2.214 1.985
O 0.624 0.885 -0.242
C 0.095 0.334 -1.426
N -0.490 -0.688 -1.243
H -0.991 2.066 -2.389
```

Lowest unoccupied orbital energy, eV: -0.65
HOMO-LUMO gap, eV: 7.523
HOMO level, eV: -8.17
Total energy, eV: -12184.7738
Energy above the lowest of the compared OMol25 structures with the same formula, charge and spin, eV: 8.714

(19)
An isolated molecule of C2H4N4O2. Source: the Open Molecules 2025 dataset; level of theory: ωB97M-V/def2-TZVPD.

XYZ file:
```
12
C2H4N4O2, DFT ωB97M-V/def2-TZVPD
H 1.544 1.767 0.089
N 2.363 -0.090 0.087
N 0.421 -1.629 -0.147
C 1.072 -0.322 -0.158
C -0.763 -1.381 0.138
H -1.655 -1.969 0.013
O 0.439 1.915 0.038
N 0.036 0.660 -0.275
H -2.737 0.905 0.374
N -1.032 0.068 0.481
O -2.231 0.275 -0.240
H 2.805 -1.064 0.241
```

Lowest unoccupied orbital energy, eV: 0.25
HOMO-LUMO gap, eV: 9.480
HOMO level, eV: -9.23
Total energy, eV: -12188.7992
Energy above the lowest of the compared OMol25 structures with the same formula, charge and spin, eV: 4.688

(20)
An isolated molecule of C2H4N4O2. Source: the Open Molecules 2025 dataset; level of theory: ωB97M-V/def2-TZVPD.

XYZ file:
```
12
C2H4N4O2, DFT ωB97M-V/def2-TZVPD
N 1.556 -0.709 -0.175
O -0.740 -1.005 0.120
H 3.273 0.610 0.668
H -3.547 -1.159 0.239
N -2.948 -0.323 -0.141
C 0.464 -0.252 0.176
N 2.746 0.022 -0.315
H 3.591 -0.750 -0.364
N -1.092 1.051 -0.474
H -1.772 1.638 0.027
C -1.737 -0.140 -0.141
O 0.207 1.017 0.381
```

Lowest unoccupied orbital energy, eV: 0.45
HOMO-LUMO gap, eV: 9.627
HOMO level, eV: -9.17
Total energy, eV: -12188.7899
Energy above the lowest of the compared OMol25 structures with the same formula, charge and spin, eV: 4.698